Density functional theory data (ωB97M-V with the def2-TZVPD basis set) for an isolated ion of composition C6H13N and charge -1.

Cartesian coordinates (Å):
1 N 1.543 -0.061 0.358
2 C -0.729 0.727 0.839
3 C -0.360 0.578 -1.177
4 C -2.176 1.172 0.815
5 C 0.167 -0.303 -0.088
6 C 2.513 -0.501 -0.648
7 C -0.394 -1.656 -0.147
8 H 2.465 0.240 -1.453
9 H 3.510 -0.612 -0.237
10 H -2.850 0.381 0.478
11 H -0.037 1.545 1.022
12 H -0.696 -2.190 0.756
13 H -2.320 2.070 0.212
14 H -0.470 -2.224 -1.071
15 H -0.630 0.019 1.707
16 H 1.690 -0.599 1.204
17 H -1.089 -0.005 -1.730
18 H 2.112 -1.384 -1.140
19 H -2.448 1.374 1.855
20 H 0.199 1.428 -1.554

Kohn-Sham gap (alpha / beta), eV: 5.1 / 5.1
ΔE to the lowest compared entry with this formula, charge and spin, kcal per mole: 84.8
Total charge: -1
Highest occupied orbital energy (alpha / beta), eV: -0.836 / -0.895
2S+1: 2

Atomic partial charges in e from the Mulliken method, atoms 1 to 5: -0.3697, -0.8216, -1.5505, -1.2958, 0.1687

Density functional theory data (ωB97M-V with the def2-TZVPD basis set) for a 2-piece molecular cluster, C12H17NO4 overall.

Cartesian coordinates (Å):
1 O -3.606 -1.740 0.545
2 O -4.315 0.089 -0.694
3 O -0.053 3.175 -0.259
4 O 2.169 -0.943 -0.479
5 N 0.023 0.864 0.560
6 C -3.409 -0.553 0.075
7 C 3.749 0.643 0.220
8 C -0.992 -0.092 0.535
9 C -0.566 -1.331 1.128
10 C -0.616 2.247 0.028
11 C 3.213 -1.387 -0.882
12 C -5.532 -0.396 -0.613
13 C 2.379 0.521 -0.269
14 C 4.286 -0.657 -0.123
15 C -1.977 1.549 -0.422
16 C 1.300 0.819 1.078
17 C -2.152 0.325 0.012
18 H 2.035 0.956 -1.029
19 H 4.639 -1.216 0.669
20 H 3.309 -0.982 -2.360
21 H -5.415 -1.301 -1.372
22 H -5.809 -0.738 0.268
23 H 1.529 0.002 1.844
24 H 1.622 1.811 1.329
25 H -2.177 1.950 -1.337
26 H 3.289 -2.709 -0.977
27 H -6.101 0.418 -1.173
28 H -2.679 2.389 0.097
29 H 0.268 -1.849 0.531
30 H -0.311 -1.323 2.261
31 H 4.143 1.410 -0.576
32 H 3.853 0.784 1.268
33 H 5.342 -0.484 -0.911
34 H -1.437 -2.248 1.030

Kohn-Sham gap, eV: 8.8
ΔE to the lowest compared entry with this formula, charge and spin, kcal per mole: 272.1
Total charge: 0
Highest occupied orbital energy, eV: -8.178
2S+1: 1

Atomic partial charges in e from the Mulliken method, atoms 1 to 5: -0.6761, -0.1989, -0.4380, -0.1069, 0.2143

Density functional theory data (ωB97M-V with the def2-TZVPD basis set) for a 14-piece molecular cluster, C72H153N14O14 overall.

Cartesian coordinates (Å):
1 O -4.507 -0.430 -1.745
2 O 2.014 0.255 0.471
3 O -6.220 2.168 -7.080
4 O -1.542 5.698 6.145
5 O 4.098 -4.126 -0.118
6 O 0.547 4.539 -3.276
7 O 3.637 0.525 5.491
8 O -1.523 5.819 0.107
9 O -0.160 -6.105 2.691
10 O 1.620 4.420 2.041
11 O 0.463 -3.326 -3.987
12 O 7.509 -2.227 -3.577
13 O -6.312 -5.239 3.697
14 O -1.804 -0.607 2.920
15 N -0.038 1.217 0.752
16 N -2.763 4.444 4.694
17 N 3.773 -3.322 -2.257
18 N -5.390 -0.462 -0.911
19 N 0.493 -5.102 2.893
20 N -0.420 -0.275 4.704
21 N -4.829 1.993 -5.329
22 N -2.821 5.982 -1.815
23 N 6.997 -0.843 -1.906
24 N 4.791 0.765 4.952
25 N 0.950 6.398 2.984
26 N 1.682 3.967 -3.443
27 N -0.800 -2.928 -4.661
28 N -5.206 -6.389 2.069
29 C 1.293 5.592 1.980
30 C -4.196 1.020 0.615
31 C 5.336 -1.585 4.540
32 C 7.178 0.128 4.677
33 C -0.782 2.440 1.019
34 C 0.507 7.725 2.668
35 C 0.384 0.753 3.979
36 C 2.891 1.922 -3.989
37 C 1.320 1.205 0.764
38 C 2.307 -2.741 2.395
39 C 0.647 2.511 -4.821
40 C -3.047 -2.711 -6.080
41 C 4.303 -4.134 -1.368
42 C 2.711 4.558 -2.510
43 C 5.815 -0.358 5.258
44 C -0.694 0.219 -0.101
45 C 2.788 6.121 -2.977
46 C 5.979 -0.629 6.725
47 C -2.015 -1.479 -3.193
48 C 6.265 1.992 3.356
49 C -2.384 4.852 5.916
50 C -0.314 -0.480 6.091
51 C -6.919 -1.489 1.256
52 C 4.819 1.751 3.715
53 C 2.028 -5.131 3.516
54 C -1.545 -0.767 4.103
55 C -4.997 -6.574 0.610
56 C 7.146 -2.056 -2.438
57 C -1.523 -3.861 2.132
58 C 2.656 -6.042 2.400
59 C 1.290 5.939 4.281
60 C -0.512 -3.118 -6.184
61 C -4.619 -7.335 2.929
62 C -1.866 6.406 -0.922
63 C 0.335 -4.515 0.435
64 C 0.806 1.711 -2.558
65 C 4.084 1.164 2.567
66 C -3.707 -1.396 0.845
67 C 4.287 3.193 4.161
68 C 0.150 -1.674 -6.695
69 C -6.492 -1.365 -1.214
70 C -5.285 1.640 -6.535
71 C 6.519 -0.665 -0.598
72 C -3.270 -3.181 -4.592
73 C 7.395 0.417 -2.636
74 C -3.364 6.731 -2.933
75 C -3.861 3.551 4.565
76 C 4.180 -3.302 -3.677
77 C -1.880 -3.359 -6.933
78 C 0.619 -4.087 -6.509
79 C -6.064 -5.449 2.499
80 C 2.582 4.518 -0.971
81 C -7.057 -0.740 -2.494
82 C -5.280 3.191 -4.703
83 C 1.516 2.490 -3.569
84 C 0.765 -2.641 2.175
85 C -6.182 -2.783 -1.697
86 C -4.808 -0.337 0.582
87 C 4.009 3.937 -3.069
88 C -3.348 4.626 -1.599
89 C 1.819 -5.829 4.750
90 C 7.321 0.838 3.353
91 C -1.905 -4.000 -2.631
92 C -7.524 -1.311 -0.127
93 C -5.944 -0.525 1.696
94 C 3.924 2.391 -2.982
95 C -2.409 5.303 3.599
96 C 0.055 -3.878 1.850
97 C 2.480 -3.742 3.623
98 C -1.989 -2.920 -3.790
99 C 3.041 -2.098 -1.869
100 C -3.617 1.401 -4.742
101 H 1.452 6.797 4.969
102 H -1.410 7.364 -1.155
103 H -0.862 0.272 6.774
104 H 2.867 -5.632 1.410
105 H -8.307 -1.926 -0.582
106 H 7.284 -0.297 0.050
107 H 3.625 -1.183 -1.708
108 H -6.647 -2.529 1.257
109 H -5.384 3.021 -3.639
110 H 8.452 0.702 -2.482
111 H -2.036 -1.494 4.687
112 H 0.627 -1.731 -7.620
113 H 1.433 1.700 -1.610
114 H -7.914 -0.276 -0.246
115 H 5.627 -2.546 5.013
116 H 0.678 1.490 -5.208
117 H -2.071 -4.426 -6.812
118 H -3.621 -4.210 -4.622
119 H 5.042 -3.976 -3.866
120 H -2.097 4.721 2.708
121 H -4.223 -2.286 1.230
122 H -0.402 2.681 -4.537
123 H 2.806 0.840 -4.058
124 H -6.373 -0.619 -3.389
125 H 6.724 2.736 3.984
126 H 5.136 -4.818 -1.746
127 H -5.046 1.737 0.386
128 H 0.606 -5.178 -6.150
129 H 1.336 -4.660 0.041
130 H -5.656 -3.278 -0.869
131 H 0.845 -1.531 -5.867
132 H 6.852 -2.767 -1.620
133 H 1.572 -3.818 -6.011
134 H -7.844 -1.455 1.943
135 H 5.609 -0.030 -0.538
136 H 1.025 6.005 0.972
137 H -4.411 6.991 -2.773
138 H 1.233 8.476 2.979
139 H 4.837 4.402 -2.454
140 H -2.517 -3.522 -1.825
141 H -2.712 -1.652 -5.920
142 H -2.338 -4.979 -2.867
143 H 0.979 3.181 -5.631
144 H 3.546 -3.631 3.775
145 H 4.246 -1.690 4.479
146 H 1.971 6.694 -2.580
147 H -2.927 4.429 6.740
148 H 4.876 2.030 -3.389
149 H 6.185 -1.578 -0.165
150 H 4.170 0.072 2.532
151 H 2.074 -6.889 2.360
152 H -5.237 -0.737 2.475
153 H -3.220 4.409 -0.545
154 H 1.173 -5.377 5.486
155 H 2.772 -1.794 2.568
156 H 7.958 -0.651 4.451
157 H -2.754 2.042 -4.907
158 H 8.285 1.394 3.370
159 H 1.711 -6.875 4.507
160 H -1.852 -3.433 1.208
161 H 4.112 3.806 3.219
162 H 2.164 5.312 4.117
163 H 0.527 5.396 4.797
164 H -1.573 5.890 3.885
165 H -6.905 -3.578 -1.862
166 H 4.306 4.323 -4.068
167 H -4.441 4.591 -1.996
168 H 1.986 -3.357 4.488
169 H -4.694 0.751 -6.883
170 H -0.781 -3.991 -2.520
171 H 2.755 -5.641 5.187
172 H 7.596 0.723 5.529
173 H -1.159 2.993 0.164
174 H 3.052 2.126 -5.089
175 H 5.060 3.833 4.659
176 H 0.715 0.750 -3.053
177 H -6.248 3.491 -5.100
178 H 6.854 -1.276 6.841
179 H -0.094 2.085 -2.097
180 H 2.205 -1.844 -2.548
181 H -8.049 -1.005 -2.706
182 H 3.959 2.027 -1.986
183 H -2.108 -4.709 2.315
184 H 0.867 1.347 4.768
185 H -3.562 0.359 -5.104
186 H -1.945 -2.871 -7.867
187 H -0.391 7.981 3.290
188 H -0.419 -0.660 -6.581
189 H -6.356 0.456 1.920
190 H 2.881 3.609 -0.371
191 H -3.749 1.129 -3.688
192 H 2.822 -3.181 1.502
193 H 3.373 3.166 4.638
194 H 0.645 -2.044 1.222
195 H 5.045 -1.021 7.279
196 H -5.460 -5.801 0.045
197 H 2.974 1.428 2.621
198 H -7.254 0.295 -2.220
199 H -3.613 1.117 -0.304
200 H -5.457 -2.823 -2.571
201 H 7.314 0.191 2.485
202 H -0.622 -1.486 6.272
203 H -3.079 -1.091 1.698
204 H 0.325 -2.113 2.989
205 H 6.123 0.364 7.240
206 H -4.791 3.978 4.256
207 H -1.025 -1.381 -2.690
208 H -1.433 -0.318 0.499
209 H -0.188 1.326 3.229
210 H 3.625 6.765 -2.633
211 H -6.603 -4.870 1.803
212 H 6.800 1.279 -2.327
213 H -1.279 0.731 -0.905
214 H -3.314 6.088 -3.836
215 H -0.082 3.107 1.553
216 H 1.500 4.701 -0.984
217 H 0.289 7.743 1.604
218 H -1.691 -3.043 2.838
219 H -1.912 -0.721 -4.014
220 H 2.761 6.076 -4.011
221 H -3.559 2.756 3.800
222 H 4.319 1.650 1.614
223 H -5.359 -7.517 0.234
224 H 0.054 -0.454 -0.509
225 H 1.160 0.249 3.421
226 H 1.708 2.168 1.189
227 H -2.778 -1.158 -2.447
228 H 3.407 -3.616 -4.295
229 H -3.957 -6.397 0.338
230 H 2.495 -2.122 -0.901
231 H 3.157 5.311 -0.478
232 H -3.609 1.378 1.446
233 H -2.793 7.651 -3.023
234 H -4.116 -2.535 -4.363
235 H 3.564 -6.482 2.820
236 H 4.448 -2.273 -3.901
237 H -3.234 5.959 3.216
238 H -2.672 3.984 -2.130
239 H -0.215 -3.892 -0.254
240 H 7.044 0.376 -3.702
241 H 6.129 2.592 2.388
242 H -3.103 -1.590 -0.054
243 H -4.799 -8.316 2.378
244 H -1.630 2.164 1.618
245 H -4.980 -7.347 3.955
246 H -3.972 -2.749 -6.646
247 H -3.923 3.004 5.489
248 H 5.570 -1.469 3.379
249 H -3.530 -7.210 2.833
250 H -0.083 -5.489 0.342
251 H 0.744 -0.373 6.320
252 H 0.623 -4.259 -7.588
253 H -4.613 4.028 -4.814

Kohn-Sham gap (alpha / beta), eV: 6.8 / 7.1
Total charge: 0
Highest occupied orbital energy (alpha / beta), eV: -6.441 / -7.549
2S+1: 6

Atomic partial charges in e from the Mulliken method, atoms 1 to 5: 0.5823, 0.0381, -0.5960, -0.5594, -0.5163

Density functional theory data (ωB97M-V with the def2-TZVPD basis set) for C26H72F9FeN12O19S2 as an isolated structure.

Cartesian coordinates (Å):
1 Fe 4.803 -10.082 22.591
2 S 3.385 -7.570 24.257
3 S 7.500 -9.043 24.415
4 F 0.818 -8.211 24.289
5 F 3.498 -13.335 21.263
6 F 1.505 -7.386 22.428
7 F 3.122 -12.489 19.345
8 F 1.466 -13.293 20.408
9 F 1.193 -6.097 24.143
10 F 8.255 -11.555 24.264
11 F 9.384 -10.364 25.685
12 F 7.402 -10.996 26.190
13 O 2.252 -7.929 28.234
14 O 4.609 -11.548 23.971
15 O 3.695 -8.853 23.593
16 O 3.470 -3.035 28.290
17 O -1.724 -8.178 19.619
18 O 3.418 -7.581 25.692
19 O -1.794 -7.571 25.956
20 O 5.101 -8.459 21.375
21 O 1.547 -11.365 22.427
22 O 6.370 -9.499 23.541
23 O -2.618 -2.229 20.351
24 O 7.091 -8.219 25.512
25 O 5.633 -3.407 24.260
26 O 3.362 -10.546 21.520
27 O 3.253 -13.764 27.442
28 O 9.195 -3.744 25.337
29 O -2.939 -5.913 28.732
30 O 4.129 -6.503 23.669
31 O 8.546 -8.509 23.588
32 N 7.598 -5.316 24.860
33 N 5.534 -3.579 20.650
34 N 0.352 -5.213 27.354
35 N 3.417 -5.021 27.191
36 N -3.572 -8.188 20.925
37 N -1.013 -9.498 26.849
38 N 9.803 -5.936 25.143
39 N -3.314 -9.081 26.778
40 N 4.405 -10.404 26.630
41 N 5.297 -3.667 27.070
42 N 0.526 -2.536 21.785
43 N -1.465 -8.382 21.875
44 C 4.993 -2.628 25.252
45 C -1.966 -5.136 28.056
46 C 4.205 -12.770 27.224
47 C 4.011 -3.843 27.547
48 C 1.615 -7.284 23.755
49 C 5.270 -3.074 22.910
50 C -4.256 -5.524 28.412
51 C 6.149 -3.884 21.987
52 C 8.887 -4.916 25.102
53 C -1.934 -2.364 21.578
54 C 8.197 -10.612 25.198
55 C -0.689 -3.230 21.325
56 C -3.967 -1.890 20.498
57 C -2.210 -8.264 20.737
58 C -0.121 -5.525 29.751
59 C -2.027 -8.670 26.448
60 C -0.598 -5.756 28.335
61 C 2.602 -12.600 20.593
62 C 3.862 -15.004 27.688
63 C -0.796 -4.546 22.104
64 C 2.145 -11.360 26.725
65 C 2.273 -11.251 21.221
66 C 0.187 -11.768 22.404
67 C 7.599 -3.430 21.997
68 C 3.553 -11.397 27.315
69 C -0.506 -11.388 23.700
70 H 7.451 -6.305 24.727
71 H -1.586 -11.315 23.566
72 H -1.685 -1.416 22.071
73 H -0.844 -5.862 30.495
74 H 5.097 -12.379 23.907
75 H 10.762 -5.735 25.353
76 H 8.095 -3.544 22.960
77 H 1.859 -10.352 26.409
78 H -0.476 -8.216 21.837
79 H 3.876 -5.718 26.637
80 H -2.591 -2.899 22.278
81 H 5.788 -8.256 20.727
82 H 4.361 -11.453 24.930
83 H 2.591 -7.819 27.335
84 H -3.910 -8.269 26.757
85 H 5.921 -4.179 19.925
86 H 5.887 -2.666 20.366
87 H 4.229 -3.422 22.869
88 H 0.191 -4.491 29.891
89 H 4.836 -12.951 26.335
90 H 4.320 -15.136 28.686
91 H 2.155 -11.933 25.793
92 H 9.587 -6.902 24.973
93 H 8.125 -3.857 21.143
94 H -1.819 -8.487 22.809
95 H 3.130 -15.790 27.539
96 H 4.789 -15.140 27.108
97 H 5.565 -4.058 26.181
98 H -0.716 -6.825 28.152
99 H 5.999 -4.960 22.079
100 H 0.730 -6.184 29.948
101 H -0.564 -3.414 20.260
102 H 0.335 -1.898 22.555
103 H 0.365 -4.202 27.265
104 H 0.052 -5.187 21.829
105 H 4.015 -9.466 26.638
106 H -4.519 -2.581 21.146
107 H -0.218 -10.406 24.090
108 H 5.697 -2.819 27.431
109 H -0.623 -4.426 23.177
110 H 1.165 -3.172 22.250
111 H -4.101 -0.872 20.890
112 H -4.543 -5.722 27.377
113 H 5.203 -10.257 27.248
114 H 7.617 -2.347 21.819
115 H -1.980 -4.083 28.395
116 H -2.235 -5.058 26.995
117 H 2.462 -5.153 27.502
118 H 0.199 -12.860 22.383
119 H -0.442 -11.361 21.607
120 H -3.346 -9.740 27.535
121 H -4.153 -8.260 20.114
122 H -4.327 -4.451 28.646
123 H 3.496 -11.170 28.384
124 H 1.567 -10.767 20.526
125 H 4.411 -7.790 21.249
126 H -3.926 -8.086 21.857
127 H 4.789 -1.642 24.820
128 H 4.044 -3.077 25.562
129 H 5.686 -2.468 26.074
130 H -1.278 -10.353 27.305
131 H -0.304 -12.062 24.535
132 H -0.050 -9.324 26.635
133 H 5.296 -1.995 22.731
134 H -4.924 -5.972 29.147
135 H -4.447 -1.875 19.519
136 H 1.654 -7.181 28.347
137 H 1.394 -11.669 27.446
138 H -1.700 -5.132 21.933
139 H 4.988 -12.794 28.002
140 H 6.895 -4.620 24.645
141 H 0.074 -5.585 26.450

Kohn-Sham gap (alpha / beta), eV: 7.3 / 4.8
Total charge: 0
Highest occupied orbital energy (alpha / beta), eV: -8.168 / -8.168
2S+1: 6

Atomic partial charges in e from the Mulliken method, atoms 1 to 5: 0.6922, -0.1681, 1.1200, 0.1221, -0.2310

How do the records compare in F_max? In the order shown, they have 3.46; 12.30; 7.36; 6.99 eV Å⁻¹.